The following is a DFT calculation (ωB97M-V/def2-TZVPD) of C24H44AlB2N6 as an isolated structure in a non-equilibrium geometry.

Properties
HOMO level = -11.0 eV
charge = +1
2S+1 = 1
energy relative to the best compared isomer or geometry (same formula, charge and spin) = 42.30 kJ/mol
Kohn-Sham gap = 2.41 eV

Last column: Mulliken charge in e.
Atoms and positions in Å:
Al: 3.3189 0.6563 -0.7965  0.715
B: 0.2736 0.5944 -0.9545  -0.017
H: 0.6708 1.2698 -0.2128  -0.325
H: -0.7992 0.4856 -0.9144  -0.801
H: 0.7275 0.7037 -1.9273  -0.114
H: 0.6910 -0.3195 -0.5611  -0.056
B: 3.5790 -2.2802 0.0613  0.776
H: 2.8282 -1.7476 0.6242  -0.314
H: 3.4927 -3.2964 0.4135  -0.120
H: 3.3194 -2.2216 -0.9844  -0.688
H: 4.4864 -1.7185 0.2208  -0.214
C: 3.7668 -5.2115 -5.1766  -1.261
C: 3.2024 -3.7949 -5.0971  -0.335
C: 3.0138 -3.3227 -3.6206  -0.413
C: 2.4364 -1.9701 -3.4098  0.123
N: 2.0101 -0.9190 -3.2498  -0.407
H: 4.7033 -5.2486 -4.6201  0.331
H: 4.0161 -5.4940 -6.1995  0.363
H: 3.1499 -5.9870 -4.7226  0.330
H: 2.2340 -3.8462 -5.5946  0.320
H: 3.7867 -3.0473 -5.6337  0.336
H: 3.9784 -3.2579 -3.1171  0.328
H: 2.4881 -3.9634 -2.9127  0.365
C: 1.7669 2.0985 6.2783  -1.208
C: 1.7779 0.6782 5.8076  -0.550
C: 0.7855 0.3634 4.6177  -0.254
C: 1.3535 0.6536 3.2591  0.102
N: 1.8520 0.8668 2.2114  -0.341
H: 2.1312 2.2330 7.2968  0.359
H: 0.8064 2.6132 6.3021  0.327
H: 2.5434 2.5899 5.6920  0.299
H: 1.4775 0.0574 6.6517  0.367
H: 2.8171 0.4837 5.5422  0.298
H: -0.2284 0.7497 4.7217  0.312
H: 0.6348 -0.7075 4.7536  0.318
C: -0.1213 7.1574 -0.2478  -1.140
C: 0.2520 6.1487 0.9424  -0.660
C: 0.1704 4.6256 0.4744  -0.179
C: 1.1484 4.0780 -0.4995  0.311
N: 1.8930 3.5896 -1.2715  -0.505
H: 0.5934 7.0798 -1.0671  0.314
H: -0.0793 8.1929 0.0900  0.366
H: -1.1089 6.9609 -0.6652  0.325
H: -0.4105 6.3785 1.7769  0.349
H: 1.1614 6.5021 1.4284  0.362
H: -0.7807 4.6054 -0.0577  0.204
H: 0.0028 3.9070 1.2766  0.281
N: -0.8183 -2.1256 -1.5356  0.530
C: 0.0369 -3.0638 -1.0328  -0.317
C: -0.6129 -4.3463 -0.9114  -0.903
C: -1.8875 -4.0998 -1.4905  -0.638
C: -2.0117 -2.7822 -1.8131  -0.129
H: -0.7340 -1.1208 -1.5930  0.287
H: 1.0295 -2.6807 -0.8474  0.722
H: -0.1179 -5.2492 -0.5855  0.502
H: -2.7001 -4.7890 -1.6667  0.461
H: -2.8674 -2.3164 -2.2793  0.467
N: -1.5924 0.1790 1.5115  1.051
C: -1.7740 -0.9943 2.1502  -0.447
C: -2.8940 -0.9002 3.0359  -0.775
C: -3.1625 0.5282 2.9377  -0.638
C: -2.4986 1.1355 1.9337  -0.496
H: -0.8994 0.2504 0.7802  0.089
H: -1.1816 -1.8401 1.8338  0.510
H: -3.4338 -1.6007 3.6558  0.540
H: -3.8775 1.0164 3.5833  0.463
H: -2.7104 2.0640 1.4244  0.481
N: -3.7292 0.2819 -1.0840  0.454
C: -3.8686 0.6650 -2.4129  -0.401
C: -5.1535 1.0424 -2.5468  -0.445
C: -5.9323 0.5612 -1.4028  -0.652
C: -4.9895 -0.0827 -0.5959  -0.378
H: -2.9021 -0.0397 -0.6018  -0.120
H: -2.9603 0.7971 -2.9821  0.452
H: -5.5961 1.5703 -3.3785  0.444
H: -7.0063 0.6430 -1.3247  0.440
H: -4.9671 -0.6716 0.3092  0.469

The following is a DFT calculation (ωB97M-V/def2-TZVPD) of an isolated ion of composition C11H12ClO2 and charge +1 in a non-equilibrium geometry.

Properties
HOMO level = -13.6 eV
charge = +1
2S+1 = 1
energy relative to the best compared isomer or geometry (same formula, charge and spin) = 81.98 kJ/mol
Kohn-Sham gap = 9.15 eV

Last column: Mulliken charge in e.
Atoms and positions in Å:
C: -3.8392 -1.2005 -0.4558  -0.339
C: -4.0503 -0.2621 0.5594  -0.503
C: -2.5840 -1.5462 -0.9053  -0.683
C: -2.9298 0.3673 1.1920  -0.734
C: -1.5456 -0.6691 -0.5686  0.623
C: -1.6995 0.2669 0.5067  0.504
C: 0.4540 0.0712 0.0148  0.333
C: 2.4249 0.9200 1.2285  -1.722
C: 2.0450 1.5433 -1.0506  -1.369
C: 2.8970 -0.8679 -0.6089  -0.648
C: 1.9648 0.2736 -0.0878  1.226
O: -0.2168 -0.7573 -0.7943  -0.266
O: -0.4209 0.6406 0.8232  -0.325
Cl: 2.6356 -2.2270 0.5138  -0.135
H: -4.7669 -1.7373 -0.7882  0.343
H: -4.8710 -0.0680 1.1475  0.440
H: -2.5156 -2.4587 -1.4667  0.438
H: -3.1030 0.8611 2.1166  0.447
H: 2.0685 1.9393 1.3700  0.341
H: 3.3897 0.7743 1.4305  0.532
H: 2.0347 0.2666 2.0303  0.462
H: 3.1129 1.8849 -1.0612  0.393
H: 1.2482 2.3321 -0.9765  0.380
H: 1.8630 1.0980 -2.1637  0.367
H: 2.5812 -1.0602 -1.5608  0.437
H: 3.8232 -0.3849 -0.4449  0.459